C72H175N7O32S10 | ωB97M-V/def2-TZVPD

```
296
Properties=species:S:1:pos:R:3:lowdin_charge:R:1
C -4.17832 1.02788 -4.64463 -0.08
C -2.78013 1.45532 -5.22060 -0.26
N -2.03111 0.34930 -5.69821 -0.21
C -0.55278 0.53965 -5.61660 -0.23
C 0.15537 -0.75978 -5.93323 -0.09
C -2.44420 -0.27858 -6.94364 -0.24
C -2.25434 0.63273 -8.21283 -0.06
H -4.98115 1.07022 -5.36424 0.05
H -4.40290 1.74782 -3.82217 0.07
H -4.15227 0.02433 -4.13989 0.07
H -3.00704 2.21135 -6.08862 0.13
H -2.22584 2.00200 -4.47211 0.10
H -0.19014 1.34390 -6.23280 0.09
H -0.26714 0.84290 -4.60378 0.09
H -0.19353 -1.56245 -5.27110 0.07
H -0.00158 -1.03613 -6.90741 0.03
H 1.22600 -0.62321 -5.86111 0.06
H -3.49240 -0.48986 -6.74876 0.10
H -2.04683 -1.34880 -7.01449 0.13
H -1.23008 0.90886 -8.31072 0.03
H -2.89021 1.57686 -8.24593 0.09
H -2.50104 -0.03907 -9.03989 0.07
C -9.90931 -3.86085 2.74544 -0.09
C -8.52115 -3.70954 3.34528 -0.30
N -7.75722 -2.57006 2.97041 -0.19
C -6.45823 -2.47530 3.59923 -0.26
C -6.59657 -1.81006 4.97947 -0.05
C -7.55138 -2.49660 1.50266 -0.22
C -6.91420 -3.72474 0.83107 -0.07
H -10.47692 -4.72742 3.15340 0.09
H -9.82992 -4.04621 1.67093 0.06
H -10.48056 -2.93298 2.86757 0.08
H -8.52679 -3.69070 4.47923 0.13
H -8.02968 -4.67352 3.03753 0.12
H -6.00273 -3.42716 3.75450 0.10
H -5.78380 -1.91556 2.96169 0.11
H -7.38454 -2.35837 5.47217 0.05
H -5.67293 -1.80258 5.50553 0.04
H -6.87916 -0.71305 4.93568 0.09
H -6.89357 -1.65636 1.33831 0.07
H -8.54472 -2.27366 1.10960 0.11
H -6.65546 -3.38279 -0.16721 0.06
H -7.58422 -4.57241 0.72971 0.07
H -6.02206 -4.11121 1.27323 0.04
C 4.21263 -6.15948 -4.50208 -0.10
C 4.31071 -4.85692 -3.79914 -0.26
N 4.32390 -3.71095 -4.71586 -0.18
C 3.08884 -3.61365 -5.52559 -0.24
C 1.86067 -3.39849 -4.67090 -0.09
C 5.42452 -3.73038 -5.64958 -0.27
C 6.77985 -3.27110 -5.01767 -0.06
H 3.27924 -6.54936 -4.86975 0.06
H 4.50103 -6.92157 -3.73936 0.09
H 4.97661 -6.22936 -5.31057 0.08
H 3.46677 -4.72008 -3.11643 0.07
H 5.17203 -4.91879 -3.14353 0.11
H 3.11769 -2.78497 -6.22651 0.11
H 3.00509 -4.55993 -6.12755 0.12
H 1.94088 -2.40432 -4.21446 0.05
H 0.99354 -3.37582 -5.39933 0.08
H 1.64788 -4.16030 -3.94352 0.04
H 5.19806 -2.94314 -6.31846 0.09
H 5.48921 -4.66561 -6.24203 0.11
H 6.65947 -2.25134 -4.66100 0.06
H 7.51330 -3.24862 -5.81444 0.06
H 7.24858 -3.89832 -4.21612 0.08
C 1.97633 4.12416 -5.94730 -0.09
C 1.65572 4.10223 -4.48174 -0.26
N 1.58280 5.48122 -3.99762 -0.20
C 1.31405 5.56515 -2.56896 -0.24
C 1.90484 6.78959 -1.88459 -0.07
C 0.68917 6.34763 -4.75629 -0.23
C -0.84519 5.90864 -4.83819 -0.06
H 2.43861 3.20930 -6.28970 0.05
H 2.71303 4.96892 -6.23074 0.11
H 1.09218 4.38106 -6.54134 0.07
H 0.71321 3.50878 -4.24702 0.13
H 2.50693 3.69705 -3.94159 0.10
H 0.26921 5.53872 -2.43679 0.08
H 1.72282 4.65080 -2.11030 0.11
H 2.98189 6.84532 -2.10624 0.06
H 1.39948 7.75931 -2.03720 0.07
H 1.84625 6.77949 -0.77073 0.08
H 1.10516 6.52750 -5.75168 0.10
H 0.64690 7.33571 -4.25727 0.11
H -0.90878 4.94360 -5.32732 0.04
H -1.50537 6.63484 -5.32476 0.07
H -1.20815 5.70969 -3.81779 0.05
C 1.29993 2.82678 5.58362 -0.06
C 0.60584 2.97206 6.94253 -0.24
N 1.48509 2.86404 8.11254 -0.17
C 1.89784 1.48676 8.30882 -0.29
C 3.10286 1.41589 9.16782 -0.09
C 0.76283 3.34910 9.25092 -0.31
C 0.67006 4.81277 9.32987 -0.09
H 0.59545 2.96891 4.71443 0.08
H 1.63089 1.77575 5.50007 0.03
H 2.12276 3.48713 5.43585 0.07
H 0.08648 3.92921 7.04260 0.10
H -0.19929 2.21623 7.00610 0.11
H 1.05306 0.86692 8.72274 0.12
H 2.24322 1.09476 7.36959 0.09
H 2.95263 1.88201 10.14363 0.07
H 3.42396 0.37599 9.26353 0.08
H 3.93324 1.91408 8.76172 0.06
H 1.20732 2.88514 10.17491 0.13
H -0.22222 2.93035 9.25113 0.10
H 1.55908 5.36764 9.66148 0.08
H -0.16216 5.15186 9.96934 0.08
H 0.40048 5.25887 8.34094 0.08
C 5.59887 4.22524 -3.29802 -0.08
C 5.12631 5.22056 -4.31137 -0.27
N 5.32105 6.58668 -3.82742 -0.16
C 4.49614 7.51947 -4.64615 -0.24
C 4.30160 8.82551 -3.89833 -0.10
C 6.69864 7.08756 -3.72413 -0.27
C 7.50304 7.15048 -4.98577 -0.09
H 5.36175 3.24004 -3.65897 0.05
H 5.16751 4.46147 -2.35033 0.06
H 6.69898 4.21798 -3.20591 0.08
H 5.64490 5.08706 -5.28727 0.11
H 4.07393 5.06458 -4.57190 0.07
H 4.82011 7.67458 -5.66483 0.11
H 3.50935 7.06385 -4.68789 0.08
H 3.52251 9.41416 -4.34659 0.06
H 3.97259 8.71788 -2.87310 0.06
H 5.20428 9.47745 -3.89791 0.08
H 7.32352 6.52861 -3.01250 0.11
H 6.58985 8.08041 -3.25328 0.10
H 7.16071 6.34897 -5.67180 0.07
H 8.56332 7.08218 -4.79568 0.07
H 7.27070 8.03896 -5.58529 0.07
O 0.85346 4.88052 1.59655 -0.26
S -0.32839 4.09008 1.55655 0.56
O -1.18764 3.93232 2.68623 -0.28
O -1.25205 4.73449 0.40304 -0.28
C -2.71755 4.63058 0.54830 -0.25
C -3.30656 5.37229 -0.63700 -0.08
C 0.03611 2.48632 0.87499 -0.12
H -2.99766 5.12923 1.51964 0.14
H -2.98503 3.55969 0.47605 0.11
H -4.43652 5.33201 -0.64236 0.09
H -2.95739 4.94771 -1.59746 0.07
H -2.88717 6.40546 -0.70100 0.09
H -0.83410 1.87835 0.62274 0.06
H 0.55458 2.05172 1.75084 0.07
H 0.69261 2.62654 -0.00823 0.07
O 2.25100 -0.48931 -2.98373 -0.30
S 3.48479 0.14649 -2.55204 0.60
O 4.33355 0.87308 -3.47505 -0.30
O 3.02484 1.10416 -1.34344 -0.26
C 4.18679 1.67788 -0.59043 -0.24
C 3.77896 2.81660 0.21815 -0.06
C 4.55405 -1.07028 -1.73682 -0.10
H 4.99956 1.92737 -1.30876 0.12
H 4.60483 0.82622 -0.00303 0.11
H 2.76826 2.72528 0.51470 0.04
H 3.86851 3.71530 -0.34699 0.07
H 4.34837 2.87500 1.15110 0.10
H 5.51196 -0.56583 -1.36216 0.10
H 4.67664 -1.87656 -2.51438 0.08
H 4.01973 -1.47255 -0.89240 0.04
O -1.91267 -5.85207 6.23069 -0.27
S -1.46935 -5.37093 4.97694 0.56
O -0.27054 -4.57586 4.86073 -0.29
O -1.17974 -6.55138 3.97846 -0.28
C -2.08376 -7.64558 4.00521 -0.24
C -1.49205 -8.73150 3.04901 -0.05
C -2.90020 -4.56940 4.24593 -0.10
H -3.01068 -7.26977 3.60505 0.10
H -2.10998 -7.98630 5.05423 0.12
H -1.74839 -9.76120 3.31937 0.07
H -0.37851 -8.73069 3.00655 0.09
H -1.92172 -8.49438 2.06477 0.05
H -2.65608 -4.46330 3.13956 0.06
H -3.09975 -3.56541 4.70731 0.06
H -3.69337 -5.32189 4.40475 0.08
O 4.36151 -0.67635 -8.83837 -0.30
S 4.61232 0.66978 -8.43037 0.52
O 5.84540 1.27297 -8.84781 -0.26
O 3.48284 1.54704 -9.00244 -0.25
C 2.12808 0.94435 -9.00367 -0.22
C 1.34960 1.60944 -10.13643 -0.05
C 4.44105 0.69625 -6.71706 -0.13
H 1.69078 1.06550 -7.99935 0.10
H 2.33042 -0.11627 -9.13412 0.10
H 1.21854 2.68941 -10.04097 0.08
H 0.37766 1.15085 -10.31003 0.07
H 1.89457 1.31576 -11.04540 0.09
H 5.16950 0.07986 -6.24467 0.07
H 3.42757 0.40541 -6.47253 0.06
H 4.50454 1.74979 -6.45442 0.07
O -5.24553 3.38424 1.77105 -0.27
S -6.06375 2.55765 0.93774 0.53
O -6.39325 3.11084 -0.33550 -0.28
O -5.35447 1.20074 0.70249 -0.25
C -5.86850 0.42101 -0.45960 -0.22
C -5.06488 -0.82900 -0.68836 -0.07
C -7.52393 2.26529 1.92101 -0.10
H -5.81429 1.00967 -1.37050 0.11
H -6.90629 0.16260 -0.17323 0.12
H -4.21378 -0.68890 -1.34381 0.06
H -5.79233 -1.34785 -1.35063 0.09
H -4.96347 -1.50897 0.22789 0.09
H -7.20531 2.27168 2.94868 0.06
H -7.99024 1.27146 1.84935 0.07
H -8.28252 3.02056 1.77414 0.08
O 2.79719 1.16532 2.95936 -0.30
S 3.28318 0.06625 3.79000 0.64
O 2.42223 -0.58255 4.76726 -0.30
O 4.04982 -1.02060 2.81505 -0.26
C 4.05738 -2.42008 3.17324 -0.27
C 5.13769 -3.01008 2.35987 -0.06
C 4.71675 0.81677 4.67863 -0.07
H 3.07509 -2.84758 2.95727 0.10
H 4.34623 -2.49253 4.20088 0.11
H 6.05629 -2.47833 2.58603 0.09
H 4.89973 -3.02001 1.33023 0.04
H 5.28075 -3.99153 2.74943 0.09
H 4.21779 1.54461 5.31926 0.06
H 5.28388 1.25491 3.88850 0.05
H 5.18371 0.02563 5.26822 0.07
O -2.63891 -2.63093 1.52546 -0.30
S -1.29511 -2.30607 1.05173 0.65
O -0.54706 -3.35388 0.33505 -0.31
O -1.41059 -0.94552 0.21230 -0.26
C -0.33457 -0.51324 -0.68142 -0.23
C -0.95183 0.23926 -1.78864 -0.07
C -0.29850 -1.80801 2.49556 -0.06
H 0.04598 -1.43736 -1.08627 0.11
H 0.45513 0.06112 -0.16331 0.12
H -0.21521 0.60658 -2.50517 0.07
H -1.60790 1.07682 -1.60732 0.08
H -1.60072 -0.40607 -2.37360 0.08
H -0.85448 -0.94287 2.89166 0.06
H 0.74935 -1.51586 2.30010 0.07
H -0.30807 -2.63996 3.18672 0.05
O 2.53075 -3.24153 0.52170 -0.29
S 2.88372 -4.57369 0.13820 0.61
O 4.15781 -4.73218 -0.46411 -0.26
O 2.90692 -5.59233 1.44488 -0.25
C 1.73480 -5.65600 2.27133 -0.30
C 2.22784 -5.99526 3.61094 -0.06
C 1.48042 -5.21883 -0.79992 -0.09
H 1.05402 -6.28167 1.77084 0.09
H 1.17384 -4.67724 2.28664 0.13
H 2.62449 -5.04157 3.94508 0.07
H 2.96057 -6.83201 3.68382 0.11
H 1.38982 -6.19846 4.31519 0.07
H 1.78331 -5.29887 -1.79832 0.02
H 0.61362 -4.56615 -0.71935 0.03
H 1.10534 -6.18145 -0.39304 0.09
O -3.40677 4.01467 6.39291 -0.30
S -4.15810 2.76602 6.43853 0.59
O -5.59660 2.78988 6.17392 -0.32
O -3.48380 1.75655 5.44477 -0.28
C -3.68323 1.96584 4.00729 -0.22
C -3.06168 0.76386 3.29072 -0.04
C -3.92086 1.93750 8.00033 -0.11
H -3.26288 2.95875 3.71142 0.12
H -4.78643 1.96264 3.94023 0.09
H -3.10308 0.78214 2.18884 0.08
H -3.40833 -0.17015 3.72538 0.08
H -2.05918 0.81268 3.69507 0.06
H -4.05679 2.67536 8.77372 0.07
H -2.86656 1.70954 7.99609 0.05
H -4.69166 1.13841 8.12764 0.09
O -3.37624 -1.27720 8.57758 -0.26
S -2.48342 -2.03306 7.76388 0.57
O -2.78102 -2.32146 6.38837 -0.30
O -1.10225 -1.26019 7.92484 -0.26
C -0.00450 -1.46797 6.98993 -0.24
C 1.18356 -1.91396 7.80374 -0.05
C -2.14047 -3.59410 8.47284 -0.12
H 0.16937 -0.46698 6.53543 0.12
H -0.33906 -2.14257 6.18375 0.10
H 1.21813 -1.12093 8.58019 0.07
H 2.05423 -1.88191 7.19088 0.06
H 1.04410 -2.89865 8.19782 0.07
H -2.99413 -4.20729 8.58919 0.06
H -1.80896 -3.43259 9.50874 0.08
H -1.32972 -4.05828 7.87436 0.07
C -2.38739 -4.06945 -3.28022 -0.05
C -1.65090 -5.17303 -2.88114 -0.07
C -1.85403 -5.72099 -1.64772 -0.01
C -2.76475 -5.11530 -0.78567 -0.21
C -3.56376 -4.11769 -1.15100 0.00
C -3.40697 -3.56982 -2.45601 -0.01
N -2.94377 -5.68599 0.50897 -0.30
O -2.05266 -6.37898 1.02836 0.06
O -4.02370 -5.54345 1.04687 0.08
H -2.16161 -3.58200 -4.21678 0.10
H -0.89394 -5.55188 -3.55491 0.11
H -1.23564 -6.54124 -1.29637 0.12
H -4.17628 -3.61233 -0.40525 0.10
H -3.91834 -2.66308 -2.76625 0.09
```

---

C5H11NO3 | ωB97M-V/def2-TZVPD

The calculation puts the relative energy (zero: lowest compared OMol25 entry of this formula, charge and spin) at 95.71 kcal/mol.

```
20
Properties=species:S:1:pos:R:3:nbo_charge:R:1
C -1.73557 0.56702 1.28458 -0.73
N -0.24085 0.51145 -1.17512 -0.33
C -1.35203 -0.51378 0.30235 0.63
O -0.82420 1.75791 -1.48466 -0.54
O -2.17758 -1.24902 -0.21966 -0.63
H -0.32759 2.35773 -0.88280 0.49
H -0.35343 -0.16924 -1.92365 0.41
H -0.85404 1.14476 1.56389 0.22
H -2.14772 0.11904 2.18795 0.24
H -2.47747 1.22175 0.82240 0.23
C 2.15033 -0.25675 -1.03810 -0.72
C 0.04421 -1.40352 0.99481 -0.77
C 1.06206 0.63806 -0.51900 0.71
O 1.26534 1.68004 0.09112 -0.59
H 2.70929 -0.63889 -0.18282 0.25
H 2.83131 0.34038 -1.65114 0.26
H 1.76179 -1.09826 -1.61212 0.23
H 0.44191 -2.00986 0.18162 0.20
H 0.77690 -0.92466 1.64560 0.21
H -0.55269 -2.07415 1.61477 0.23
```

---

| no. | DFT total energy (eV) | orbital gap (eV) |
| --- | --- | --- |
| 1 | -261793.9517 | 7.1 |
| 2 | -12992.7014 | 9.2 |